1.
{
  "formula": "C2H6ClNO",
  "method": "ωB97M-V with the def2-TZVPD basis set",
  "elements": ["C", "C", "N", "O", "Cl", "H", "H", "H", "H", "H", "H"],
  "coordinates": [[0.8178, 0.9419, 0.4125], [-0.3027, -0.0965, 0.2087], [-0.0752, -0.5797, -1.1606], [-0.1590, -1.2050, 0.9874], [-2.1090, 0.3885, 0.4756], [1.0690, 1.4454, -0.4984], [0.5967, 1.6872, 1.1429], [1.7523, 0.4189, 0.7284], [-0.0624, 0.2903, -1.7326], [-0.7082, -1.3437, -1.4646], [-0.8192, -1.9471, 0.9008]],
  "de_lowest_ev": 0.549,
  "homo_energy_ev": -9.86,
  "smiles": "C[C@@](N)(O)Cl",
  "orbital_gap_ha": 0.3905,
  "e_tot_ev": -18231.0117
}

2.
{
  "formula": "C2H6ClNO2S",
  "method": "ωB97M-V with the def2-TZVPD basis set",
  "elements": ["C", "C", "N", "O", "O", "S", "Cl", "H", "H", "H", "H", "H", "H"],
  "coordinates": [[-0.7192, -0.1312, 0.0594], [-0.3196, -1.4905, -0.4792], [1.4842, 1.3791, -0.2670], [-1.7506, 0.2571, -2.3413], [0.6258, 1.9335, -1.2144], [-1.7475, 0.8895, -1.0196], [1.2965, -1.4490, -1.2606], [-1.1954, -0.1790, 1.0353], [0.3006, 0.4460, 0.2166], [-1.0054, -1.8374, -1.2529], [-0.2420, -2.2219, 0.3252], [1.4969, 2.0770, 0.4835], [0.7021, 1.3607, -1.9969]],
  "de_lowest_ev": 3.931,
  "homo_energy_ev": [-9.42, -8.58],
  "orbital_gap_ha": [0.3236, 0.2917],
  "e_tot_ev": -31109.4361
}

3.
{
  "formula": "C2H6ClNOS",
  "method": "ωB97M-V with the def2-TZVPD basis set",
  "elements": ["C", "C", "N", "O", "S", "Cl", "H", "H", "H", "H", "H", "H"],
  "coordinates": [[2.2782, 1.2147, 0.7784], [1.6159, 0.1533, 0.3388], [-2.1846, 0.1736, -1.1268], [-2.2292, -2.0663, 0.3169], [-1.1859, -0.9497, -0.2964], [2.0462, -0.7382, -1.1038], [2.1093, 1.7264, 1.7033], [-2.4374, -1.9514, 1.2266], [3.0719, 1.6773, 0.1204], [0.8522, -0.4183, 0.8213], [-2.2517, 0.1776, -2.1620], [-1.6849, 1.0009, -0.6168]],
  "de_lowest_ev": 1.485,
  "homo_energy_ev": -8.64,
  "smiles": "C=CCl.NSO",
  "orbital_gap_ha": 0.3410,
  "e_tot_ev": -29064.1995
}

4.
{
  "formula": "C2H6ClOPS2",
  "method": "ωB97M-V with the def2-TZVPD basis set",
  "elements": ["C", "C", "O", "P", "S", "S", "Cl", "H", "H", "H", "H", "H", "H"],
  "coordinates": [[-0.7683, -0.2693, -1.7658], [2.6698, 1.8572, 0.7784], [-1.0477, -0.0855, -0.4238], [-0.6549, -1.1023, 0.7767], [-0.3631, 0.2569, 2.2772], [-2.5882, -1.8527, 1.4036], [1.8958, 0.4620, 1.2450], [0.2717, -0.7441, -1.7476], [-0.8370, 0.7170, -2.2668], [-1.5445, -0.8131, -2.2341], [3.0872, 2.5900, 1.4166], [2.5450, 2.1330, -0.2606], [-2.6657, -3.1492, 0.8013]],
  "de_lowest_ev": 1.117,
  "homo_energy_ev": [-8.44, -8.39],
  "orbital_gap_ha": [0.2500, 0.2818],
  "e_tot_ev": -47697.4831
}

5.
{
  "formula": "C2H6CrO2",
  "method": "ωB97M-V with the def2-TZVPD basis set",
  "elements": ["C", "C", "O", "H", "H", "H", "H", "H", "H", "Cr", "O"],
  "coordinates": [[1.1417, -0.1981, -0.9424], [-0.2543, -0.2416, -0.3858], [-0.2109, 0.3454, 0.9732], [1.1130, -0.7015, -1.9176], [1.4812, 0.8329, -1.1053], [1.8505, -0.7325, -0.2984], [-0.6314, -1.2550, -0.2216], [-0.9680, 0.3596, -0.9591], [-0.0336, 1.3839, 0.9144], [-1.9954, -0.5802, 2.5585], [-1.4927, 0.7873, 1.3841]],
  "charge": 2,
  "de_lowest_ev": 0.000,
  "homo_energy_ev": [-21.07, -21.09],
  "orbital_gap_ha": [0.3149, 0.3505],
  "e_tot_ev": -34662.7907,
  "spin_multiplicity": 5
}

6.
{
  "formula": "C2H6CsO",
  "method": "ωB97M-V with the def2-TZVPD basis set",
  "elements": ["Cs", "C", "C", "O", "H", "H", "H", "H", "H", "H"],
  "coordinates": [[-1.3637, 5.6808, 0.1106], [0.9335, -0.5366, -0.5048], [-0.3625, -1.0775, 0.1224], [-1.1268, 0.0265, 0.5332], [1.5251, 0.0076, 0.2314], [0.7591, 0.1156, -1.3606], [1.5575, -1.3740, -0.8173], [-0.1821, -1.7193, 0.9848], [-0.9938, -1.6419, -0.5638], [-0.7463, 0.5189, 1.2642]],
  "charge": 1,
  "de_lowest_ev": 0.695,
  "homo_energy_ev": -12.57,
  "orbital_gap_ha": 0.3088,
  "e_tot_ev": -4760.7412
}

7.
{
  "formula": "C2H6F2NP",
  "method": "ωB97M-V with the def2-TZVPD basis set",
  "elements": ["C", "C", "N", "F", "F", "P", "H", "H", "H", "H", "H", "H"],
  "coordinates": [[0.0039, 0.6896, 0.9057], [0.5974, -1.0645, -0.7603], [-0.3723, -0.4845, 0.0795], [1.5983, 1.6686, -1.2364], [-2.6916, 0.3299, 0.9151], [-1.9450, -0.7722, -0.0692], [-0.5353, 1.5577, 0.4221], [1.0216, 1.0741, 0.9039], [-0.2255, 0.4719, 1.9499], [0.1989, -1.5702, -1.8046], [1.1843, -0.1461, -1.0690], [1.1655, -1.7543, -0.2366]],
  "de_lowest_ev": 4.165,
  "homo_energy_ev": [-8.10, -8.10],
  "orbital_gap_ha": [0.2013, 0.2013],
  "e_tot_ev": -18382.2468
}

8.
{
  "formula": "C2H6F2O",
  "method": "ωB97M-V with the def2-TZVPD basis set",
  "elements": ["F", "F", "C", "C", "H", "H", "H", "H", "O", "H", "H"],
  "coordinates": [[0.3900, 0.7551, 0.8603], [-0.9726, 0.0386, -1.5319], [0.2606, 1.5358, -0.2176], [-1.0929, 1.2245, -0.9231], [0.3986, 2.5995, 0.0561], [1.0874, 1.2532, -0.8973], [-1.8734, 1.1097, -0.1465], [-1.4455, 1.9864, -1.6447], [1.2728, -3.4638, 1.8328], [0.7036, -4.2082, 1.5326], [1.2713, -2.8310, 1.0792]],
  "de_lowest_ev": 0.551,
  "homo_energy_ev": -11.35,
  "smiles": "FCCF.O",
  "orbital_gap_ha": 0.4503,
  "e_tot_ev": -9653.1505
}

9.
{
  "formula": "C2H6FN2",
  "method": "ωB97M-V with the def2-TZVPD basis set",
  "elements": ["C", "C", "N", "N", "F", "H", "H", "H", "H", "H", "H"],
  "coordinates": [[0.0224, -0.3096, 0.8677], [-0.6477, 1.7043, -0.2529], [0.0340, -0.9353, 1.8513], [0.1105, 0.4681, -0.1117], [1.0357, -2.3797, -1.2662], [-1.0999, 1.7346, -1.2430], [0.0177, 2.5608, -0.1382], [-1.4273, 1.7544, 0.5039], [-0.2958, -1.7354, 2.3584], [1.5061, -3.0632, -1.7013], [0.7444, 0.2011, -0.8681]],
  "charge": 1,
  "de_lowest_ev": 1.516,
  "homo_energy_ev": -16.19,
  "orbital_gap_ha": 0.4485,
  "e_tot_ev": -7861.1449
}

10.
{
  "formula": "C2H6FN3O2",
  "method": "ωB97M-V with the def2-TZVPD basis set",
  "elements": ["C", "C", "N", "N", "N", "O", "O", "F", "H", "H", "H", "H", "H", "H"],
  "coordinates": [[-0.3886, -0.2240, -0.6773], [0.0317, 1.4624, 1.3631], [0.0124, -1.3553, -0.4423], [-0.7872, -0.0400, -3.1092], [0.8865, -0.3607, 2.5242], [-0.7571, 0.4992, -1.7115], [1.0534, 1.0004, 2.1322], [-1.2383, 1.3734, 1.9142], [-0.0181, 2.4155, 0.8802], [0.1375, -2.1467, -1.1885], [-1.0659, -1.0179, -3.0055], [0.1905, 0.0448, -3.3528], [1.7865, -0.7735, 2.5483], [0.1566, -0.8777, 2.1250]],
  "de_lowest_ev": 4.834,
  "homo_energy_ev": [-8.04, -8.42],
  "orbital_gap_ha": [0.2790, 0.3268],
  "e_tot_ev": -13445.8771
}

11.
{
  "formula": "C2H6FN3O2",
  "method": "ωB97M-V with the def2-TZVPD basis set",
  "elements": ["C", "C", "N", "N", "N", "O", "O", "F", "H", "H", "H", "H", "H", "H"],
  "coordinates": [[-0.7275, 0.3592, 0.4003], [0.8707, 0.2233, 0.5148], [-1.0744, 1.5570, 0.4620], [-2.6819, -0.8666, 0.0790], [2.7496, 0.1344, -0.8183], [-1.2294, -0.8413, 0.0702], [1.3550, -0.2068, -0.6912], [1.3104, -0.6048, 1.4941], [1.3188, 1.3297, 0.8310], [-2.0538, 1.7858, 0.3407], [-2.9184, -1.6805, 0.6561], [-2.8630, -1.1273, -0.8697], [2.6823, 0.6501, -1.6703], [3.2615, -0.7122, -0.7986]],
  "de_lowest_ev": 0.862,
  "homo_energy_ev": -10.13,
  "smiles": "[H]/N=C(\\ON)[C@@H](F)ON",
  "orbital_gap_ha": 0.4018,
  "e_tot_ev": -13449.8490
}

12.
{
  "formula": "C2H6FNaOSSnTl",
  "method": "ωB97M-V with the def2-TZVPD basis set",
  "elements": ["Na", "Sn", "Tl", "F", "C", "S", "O", "C", "H", "H", "H", "H", "H", "H"],
  "coordinates": [[5.2390, 1.0850, 2.1296], [2.1034, 0.0556, 3.6976], [4.4267, -2.2305, 0.2878], [3.1928, 0.3601, 0.9484], [-2.9533, 0.1411, -1.0425], [-1.2234, 0.3265, -1.5961], [-0.9689, 1.8228, -1.6189], [-0.1580, -0.3673, -0.2427], [-3.0095, -0.9474, -1.0289], [-3.6510, 0.5590, -1.7682], [-3.1632, 0.6926, -0.1261], [-0.1765, 0.3045, 0.6154], [0.9055, -0.5136, -0.4314], [-0.5634, -1.2884, 0.1761]],
  "charge": 4,
  "homo_energy_ev": [-23.37, -23.88],
  "orbital_gap_ha": [0.1704, 0.1893],
  "e_tot_ev": -32662.8908,
  "spin_multiplicity": 2
}

13.
{
  "formula": "C2H6IN2",
  "method": "ωB97M-V with the def2-TZVPD basis set",
  "elements": ["C", "C", "N", "N", "I", "H", "H", "H", "H", "H", "H"],
  "coordinates": [[-0.8649, -0.9717, 0.2830], [1.4685, 0.9306, -0.0177], [-1.0278, -2.2267, -0.0296], [0.6763, 1.9467, 0.0482], [-2.5401, 0.1503, 0.1050], [2.1375, 0.8650, -0.8114], [1.7297, 0.3146, 0.7149], [-1.8144, -2.6968, -0.2795], [0.5690, 2.6172, -0.7265], [-0.2196, 1.8620, 0.6431], [-0.1143, -2.7910, 0.0705]],
  "charge": 1,
  "de_lowest_ev": 2.961,
  "homo_energy_ev": -12.63,
  "orbital_gap_ha": 0.2726,
  "e_tot_ev": -13242.2920
}

14.
{
  "formula": "C2H6IO3P",
  "method": "ωB97M-V with the def2-TZVPD basis set",
  "elements": ["C", "C", "O", "O", "O", "P", "I", "H", "H", "H", "H", "H", "H"],
  "coordinates": [[0.1699, 2.7267, -0.8534], [1.1127, -3.3318, 0.2193], [-0.2552, -0.3649, 1.2702], [-0.3549, 1.6227, -0.1367], [0.5823, -2.6850, -0.6257], [0.5917, 0.3701, 0.3372], [-3.3340, 0.0636, 0.7036], [-0.7735, 3.1545, -1.4181], [0.8289, 2.4243, -1.6122], [0.6227, 3.5040, -0.1902], [1.9011, -2.7562, 0.8625], [-1.8805, -0.3664, 1.1794], [0.7887, -4.3616, 0.2641]],
  "de_lowest_ev": 2.241,
  "homo_energy_ev": -8.93,
  "smiles": "COP=O.C=O.I",
  "orbital_gap_ha": 0.3096,
  "e_tot_ev": -25702.1389
}

15.
{
  "formula": "C2H6MnN10S4",
  "method": "ωB97M-V with the def2-TZVPD basis set",
  "elements": ["Mn", "S", "S", "S", "S", "N", "N", "N", "C", "N", "N", "H", "H", "H", "N", "N", "N", "C", "N", "N", "H", "H", "H"],
  "coordinates": [[-0.3792, 1.3988, -0.2297], [-1.8565, 2.8850, 0.9494], [-1.1584, 4.7292, 0.4808], [0.7765, 4.5382, -0.4342], [0.3503, 3.1236, -1.7546], [3.7851, 0.1720, 2.6378], [2.6569, -0.0695, 1.9094], [2.3686, -1.2392, 1.3263], [1.1607, -1.0690, 0.8635], [0.7583, 0.1981, 0.9771], [1.6688, 0.8202, 1.7785], [4.6193, -0.3534, 2.3532], [3.8376, 1.1399, 2.8932], [0.6404, -1.8684, 0.3653], [-2.1111, -3.3467, -1.2748], [-2.1499, -1.9558, -1.2979], [-3.0112, -1.2715, -2.0350], [-2.6092, -0.0340, -1.9390], [-1.4767, 0.0268, -1.1651], [-1.1734, -1.2211, -0.7782], [-2.4528, -3.7541, -2.1539], [-1.1660, -3.6544, -1.0310], [-3.0783, 0.8051, -2.4409]],
  "charge": 1,
  "de_lowest_ev": 0.000,
  "homo_energy_ev": [-11.26, -11.27],
  "orbital_gap_ha": [0.2685, 0.2112],
  "e_tot_ev": -91722.8118,
  "spin_multiplicity": 5
}

16.
{
  "formula": "C2H6N2",
  "method": "ωB97M-V with the def2-TZVPD basis set",
  "elements": ["C", "C", "N", "N", "H", "H", "H", "H", "H", "H"],
  "coordinates": [[-0.0349, -0.1904, -0.6966], [0.2716, 0.4396, 0.4300], [1.4379, 0.1609, 1.2408], [-1.3362, -0.0489, -1.2543], [0.7207, -0.7120, -1.2784], [-0.5643, 0.8643, 0.9946], [1.2112, -0.6054, 1.8603], [1.6378, 0.9922, 1.7798], [-1.3830, -0.1810, -2.2380], [-1.9609, -0.7194, -0.8383]],
  "de_lowest_ev": 1.493,
  "homo_energy_ev": -8.64,
  "smiles": "N/C=C/N",
  "orbital_gap_ha": 0.3619,
  "e_tot_ev": -5150.4270
}

17.
{
  "formula": "C2H6N2",
  "method": "ωB97M-V with the def2-TZVPD basis set",
  "elements": ["C", "C", "N", "N", "H", "H", "H", "H", "H", "H"],
  "coordinates": [[-0.2652, 0.0254, 0.3793], [1.2273, 0.1116, -0.1435], [-1.1268, 0.8493, -0.3733], [-1.2098, -1.0624, 0.1160], [-0.0655, 0.1319, 1.4733], [1.2502, 0.2889, -1.2106], [1.5047, -0.9148, 0.0084], [1.8217, 0.8387, 0.4096], [-1.9068, 1.2960, 0.1127], [-1.2297, -1.5646, -0.7717]],
  "de_lowest_ev": 4.219,
  "homo_energy_ev": [-10.13, -10.17],
  "orbital_gap_ha": [0.3603, 0.3616],
  "e_tot_ev": -5147.7008
}

18.
{
  "formula": "C2H6N2",
  "method": "ωB97M-V with the def2-TZVPD basis set",
  "elements": ["C", "C", "H", "H", "H", "H", "H", "H", "N", "N"],
  "coordinates": [[-0.8150, 0.2179, 0.9055], [-0.0948, -0.1844, -0.3040], [0.1163, -0.3874, 1.9298], [-0.9278, 1.6635, 1.0542], [-2.1204, -0.4053, 0.7258], [1.5438, 1.0153, 0.2138], [1.7609, 0.3017, -1.3713], [0.0288, -1.4247, -1.6926], [1.1395, 0.3743, -0.5391], [-0.6312, -1.1710, -0.9220]],
  "de_lowest_ev": 4.830,
  "homo_energy_ev": -9.27,
  "orbital_gap_ha": 0.3604,
  "e_tot_ev": -5147.0902
}

19.
{
  "formula": "C2H6N2",
  "method": "ωB97M-V with the def2-TZVPD basis set",
  "elements": ["C", "N", "C", "N", "H", "H", "H", "H", "H", "H"],
  "coordinates": [[0.0903, -1.3273, -0.3685], [-0.5818, -0.0554, -0.4398], [0.1976, 0.9797, 0.0241], [-0.2604, 1.7430, 1.0221], [-0.6141, -2.0603, -0.1016], [0.6506, -1.3637, -1.3536], [0.8361, -1.5195, 0.4411], [-1.5606, -0.1752, -0.0466], [1.1802, 1.1568, -0.4691], [0.0621, 2.6220, 1.2919]],
  "de_lowest_ev": 1.920,
  "homo_energy_ev": -9.23,
  "smiles": "[H]/N=C/NC",
  "orbital_gap_ha": 0.3823,
  "e_tot_ev": -5149.9995
}

20.
{
  "formula": "C2H6N2",
  "method": "ωB97M-V with the def2-TZVPD basis set",
  "elements": ["C", "C", "N", "N", "H", "H", "H", "H", "H", "H"],
  "coordinates": [[0.1605, 0.0805, -0.5885], [0.0551, -0.2789, 0.7060], [-0.7984, -1.2798, 1.2345], [0.7795, 1.2093, -1.0685], [-0.4405, -0.4842, -1.2952], [0.6905, 0.2940, 1.3785], [-1.0770, -1.8718, 0.4685], [-1.5803, -0.8826, 1.7219], [0.9120, 1.3456, -2.0442], [1.2986, 1.8679, -0.5130]],
  "de_lowest_ev": 1.404,
  "homo_energy_ev": -7.21,
  "smiles": "N/C=C/N",
  "orbital_gap_ha": 0.3099,
  "e_tot_ev": -5150.5153
}